[1]
C2H8CsO2 | ωB97M-V with the def2-TZVPD basis set

Properties
Energy above the lowest of the compared OMol25 structures with the same formula, charge and spin: 17.7 kcal/mol
Highest occupied orbital energy: -14.434 eV
Total charge: +1
HOMO-LUMO gap: 11.0 eV

Last column: Löwdin charge in e.
Cartesian coordinates (Å):
Cs  -1.619  -0.035  1.153  1.180
C  -1.050  -2.936  -0.989  -0.151
O  -1.167  -1.560  -1.377  -0.270
H  -1.879  -3.261  -0.356  0.078
H  -0.947  -3.557  -1.877  0.093
H  -0.127  -3.096  -0.425  0.086
H  -1.584  -1.549  -2.243  0.087
C  1.683  2.809  0.846  -0.114
O  0.662  1.854  1.160  -0.286
H  2.215  3.098  1.756  0.090
H  2.435  2.308  0.239  0.089
H  1.309  3.676  0.307  0.087
H  0.069  2.249  1.806  0.030



[2]
C2H8CsO2 | ωB97M-V with the def2-TZVPD basis set

Properties
Energy above the lowest of the compared OMol25 structures with the same formula, charge and spin: 17.7 kcal/mol
Highest occupied orbital energy (spin up / spin down): -17.693 / -17.688 eV
⟨S²⟩: 0.754
2S+1: 2
Total charge: +2
HOMO-LUMO gap (spin up / spin down): 9.5 / 2.9 eV

Last column: Löwdin charge in e.
Cartesian coordinates (Å):
Cs  3.855  -22.655  -1.263  1.181
C  1.791  -19.355  1.043  0.103
O  2.559  -20.369  0.422  0.147
H  2.192  -18.365  0.827  0.148
H  0.789  -19.403  0.618  0.187
H  1.711  -19.602  2.101  0.181
H  2.114  -21.183  0.667  0.109
C  0.006  -23.349  -1.519  -0.149
O  1.185  -23.408  -2.278  -0.271
H  0.088  -22.794  -0.584  0.059
H  -0.792  -22.892  -2.103  0.105
H  -0.279  -24.327  -1.132  0.100
H  0.882  -23.518  -3.182  0.100



[3]
C2H8FInNNiO5 | ωB97M-V with the def2-TZVPD basis set

Properties
Highest occupied orbital energy (spin up / spin down): -22.203 / -22.142 eV
⟨S²⟩: 2.463
2S+1: 3
Total charge: +3
HOMO-LUMO gap (spin up / spin down): 8.3 / 3.3 eV

Last column: Löwdin charge in e.
Cartesian coordinates (Å):
In  5.788  -3.311  -20.690  1.464
Ni  4.110  -0.961  -23.077  1.031
N  5.898  -0.056  -21.418  -0.375
O  6.299  -1.088  -20.827  -0.048
O  6.115  1.068  -20.966  0.294
O  5.303  -0.114  -22.543  -0.035
F  4.213  -2.078  -21.895  -0.372
C  5.123  -5.343  -23.371  0.091
O  4.697  -4.293  -22.648  0.053
H  5.273  -6.242  -22.773  0.177
H  4.589  -5.612  -24.282  0.202
H  6.027  -5.023  -23.889  0.238
H  4.184  -3.701  -23.203  0.147
C  3.574  -1.245  -18.722  0.016
O  4.252  -2.106  -19.666  -0.235
H  4.266  -0.501  -18.327  0.115
H  2.854  -0.645  -19.279  0.120
H  3.183  -1.834  -17.892  0.123
H  3.823  -1.976  -20.515  -0.004



Look up the total charge of the second one.
+2



Which of these has the highest total charge?
C2H8FInNNiO5